Entry from the Open Molecules 2025 dataset: a cluster of 10 separate species, C39H83FO17 in total in a non-equilibrium geometry (ωB97M-V with the def2-TZVPD basis set).

Properties
Energy above the lowest of the compared OMol25 structures with the same formula, charge and spin, kJ/mol: 591.5
Total charge: 0
Structure (SMILES): O=C1OC[C@@H](F)O1.CCOC(C)=O.CCOC(C)=O.CCOC(C)=O.CCOC(C)=O.CCOC(C)=O.CCOCC.CCOCC.CCOCC.CCOCC

The geometry in XYZ format:
```
140
C39H83FO17 (ωB97M-V with the def2-TZVPD basis set)
O -4.37 1.91 -3.36
C -5.10 1.13 -2.84
O -6.41 1.19 -2.70
C -6.85 0.11 -1.89
C -5.61 -0.72 -1.66
F -5.61 -1.82 -2.49
O -4.56 0.13 -2.06
H -7.21 0.53 -0.95
H -7.66 -0.48 -2.31
H -5.53 -1.09 -0.64
C 0.91 3.66 5.69
C 1.01 4.46 7.00
O 0.26 3.78 8.03
C 0.45 4.17 9.29
C -0.28 3.26 10.27
O 1.10 5.14 9.60
H 1.75 4.00 5.09
H -0.07 3.91 5.29
H 1.02 2.59 5.87
H 2.02 4.59 7.38
H 0.53 5.43 6.88
H -0.56 3.77 11.17
H 0.37 2.38 10.31
H -1.17 2.95 9.73
C -1.39 -5.36 -4.82
C -1.69 -5.29 -3.32
O -2.83 -4.49 -3.09
C -2.88 -3.69 -2.01
C -4.12 -2.84 -1.95
O -1.98 -3.60 -1.22
H -1.20 -4.39 -5.27
H -2.25 -5.72 -5.39
H -0.51 -5.98 -4.97
H -1.80 -6.29 -2.91
H -0.78 -4.93 -2.84
H -3.86 -1.95 -2.52
H -4.33 -2.55 -0.93
H -4.96 -3.31 -2.47
C 2.76 0.63 -3.17
C 3.16 0.09 -4.53
O 3.32 1.18 -5.43
C 3.47 0.94 -6.72
C 3.94 2.13 -7.50
O 3.28 -0.13 -7.24
H 1.68 0.79 -3.14
H 3.36 1.50 -2.92
H 2.99 -0.16 -2.45
H 4.10 -0.45 -4.54
H 2.43 -0.61 -4.95
H 4.75 1.93 -8.20
H 3.99 2.97 -6.81
H 3.07 2.43 -8.10
C 0.13 0.86 2.77
C 0.24 0.96 1.26
O -0.62 0.06 0.59
C -0.70 0.13 -0.73
C -1.58 -0.92 -1.33
O -0.12 0.96 -1.38
H -0.88 1.14 3.08
H 0.88 1.45 3.29
H 0.30 -0.16 3.13
H 0.24 1.95 0.80
H 1.29 0.67 1.09
H -1.03 -1.47 -2.09
H -2.45 -0.57 -1.88
H -1.88 -1.58 -0.52
C 0.55 -2.30 -3.31
C 1.78 -3.11 -3.71
O 2.29 -2.82 -5.01
C 2.01 -3.69 -5.99
C 2.60 -3.35 -7.36
O 1.44 -4.74 -5.82
H 0.61 -1.22 -3.43
H 0.24 -2.62 -2.31
H -0.18 -2.69 -4.04
H 2.62 -2.80 -3.07
H 1.74 -4.18 -3.53
H 2.41 -4.28 -7.89
H 3.63 -3.02 -7.29
H 1.99 -2.60 -7.86
C 2.22 -2.99 5.61
C 1.32 -2.25 4.63
O 1.57 -2.57 3.28
C 0.58 -3.41 2.71
C 0.70 -3.58 1.21
H 3.27 -2.94 5.31
H 2.15 -2.62 6.63
H 2.01 -4.06 5.68
H 0.28 -2.22 4.94
H 1.65 -1.21 4.72
H 0.66 -4.45 3.07
H -0.41 -3.04 2.98
H -0.11 -4.24 0.87
H 1.64 -4.09 1.00
H 0.58 -2.61 0.72
C -5.66 -4.92 2.58
C -5.83 -4.19 1.27
O -6.03 -2.78 1.39
C -4.85 -2.09 1.81
C -4.99 -0.67 1.29
H -4.86 -4.53 3.21
H -6.51 -4.81 3.27
H -5.62 -6.00 2.42
H -4.93 -4.38 0.67
H -6.66 -4.54 0.67
H -4.71 -2.12 2.89
H -3.97 -2.61 1.41
H -4.01 -0.18 1.36
H -5.68 -0.09 1.90
H -5.33 -0.62 0.26
C 1.39 5.88 1.65
C 0.87 6.04 0.23
O 0.20 4.91 -0.29
C -1.00 4.55 0.38
C -2.14 5.30 -0.30
H 2.12 6.67 1.84
H 0.58 6.04 2.35
H 1.85 4.90 1.77
H 0.23 6.94 0.18
H 1.64 6.26 -0.51
H -1.09 3.48 0.13
H -0.87 4.46 1.46
H -2.09 5.04 -1.36
H -2.06 6.39 -0.27
H -3.17 5.07 0.00
C 3.57 1.90 0.65
C 4.66 2.85 0.14
O 5.93 2.34 0.56
C 6.98 2.88 -0.29
C 8.09 3.27 0.66
H 3.50 0.96 0.11
H 3.84 1.64 1.68
H 2.57 2.32 0.60
H 4.67 2.75 -0.95
H 4.37 3.88 0.39
H 7.26 2.12 -1.02
H 6.76 3.77 -0.88
H 8.75 4.00 0.16
H 8.73 2.44 0.94
H 7.73 3.91 1.46
```

Mulliken atomic charge list, values in e, 8 entries: number 1, O, carries -0.514; number 2, C, carries 0.480; number 3, O, carries -0.352; number 4, C, carries -0.522; number 5, C, carries 0.558; number 6, F, carries -0.306; number 7, O, carries 0.142; number 8, H, carries 0.299

Entry from the Open Molecules 2025 dataset: a cluster of 8 separate species, C39H84ClFN11O10 in total in a non-equilibrium geometry (ωB97M-V with the def2-TZVPD basis set).

Properties
Total charge: +1

The geometry in XYZ format:
```
146
C39H84ClFN11O10 (ωB97M-V with the def2-TZVPD basis set)
C 3.01 -5.41 2.09
C 2.37 -4.19 2.74
O 3.10 -2.99 2.58
C 3.08 -2.53 1.26
C 2.92 -1.00 1.19
N 2.33 -0.65 -0.12
C 1.88 0.58 -0.36
N 0.90 1.27 0.08
C -0.12 0.84 1.05
C -1.48 0.66 0.36
C -1.59 -0.68 -0.41
C -2.53 -1.62 0.34
C -1.78 -2.49 1.33
C -2.55 -2.67 2.64
O -1.72 -2.69 3.81
C -1.22 -1.46 4.06
C -1.93 -0.58 5.06
O -0.25 -1.07 3.56
N 2.73 1.17 -1.36
F 3.92 1.53 -0.71
C 3.05 0.06 -2.22
C 4.45 0.10 -2.84
C 4.59 -0.94 -3.95
C 6.06 -1.28 -4.24
Cl 3.75 -0.39 -5.43
C 2.93 -1.23 -1.34
N 1.89 -2.12 -1.86
H 3.27 -5.27 1.05
H 2.26 -6.20 2.11
H 3.84 -5.80 2.65
H 1.36 -4.09 2.37
H 2.32 -4.38 3.81
H 2.23 -2.96 0.73
H 4.00 -2.85 0.76
H 3.92 -0.59 1.25
H 2.35 -0.64 2.04
H 0.85 2.19 -0.32
H -0.21 1.62 1.80
H 0.12 -0.07 1.58
H -2.18 0.58 1.18
H -1.75 1.52 -0.24
H -0.58 -1.10 -0.45
H -2.00 -0.48 -1.39
H -3.01 -2.25 -0.39
H -3.30 -1.05 0.86
H -0.76 -2.14 1.47
H -1.70 -3.47 0.88
H -3.07 -3.62 2.61
H -3.31 -1.90 2.76
H -2.91 -0.95 5.31
H -1.95 0.40 4.61
H -1.34 -0.57 5.98
H 2.40 0.11 -3.09
H 4.63 1.05 -3.33
H 5.23 0.00 -2.11
H 4.12 -1.88 -3.69
H 6.07 -2.28 -4.65
H 6.63 -1.25 -3.32
H 6.43 -0.56 -4.95
H 3.89 -1.70 -1.22
H 1.25 -1.56 -2.40
H 2.31 -2.84 -2.44
C 3.14 -2.58 -8.05
C 1.84 -3.30 -8.29
O 0.97 -3.45 -7.44
N 1.64 -3.81 -9.53
C 2.53 -3.75 -10.67
H 3.21 -2.19 -7.03
H 3.98 -3.26 -8.21
H 3.22 -1.73 -8.73
H 0.76 -4.28 -9.63
H 2.02 -3.24 -11.49
H 2.77 -4.76 -10.99
H 3.45 -3.22 -10.44
C -0.20 -5.31 -4.71
C -1.27 -6.34 -4.47
O -2.03 -6.28 -3.51
N -1.36 -7.36 -5.36
C -0.56 -7.59 -6.54
H -0.25 -4.56 -3.92
H 0.79 -5.77 -4.69
H -0.35 -4.81 -5.66
H -2.10 -8.01 -5.14
H -1.20 -7.61 -7.42
H -0.07 -8.56 -6.45
H 0.20 -6.82 -6.67
C -5.28 -0.15 -2.54
C -5.09 1.29 -2.94
O -4.98 2.19 -2.12
N -5.04 1.57 -4.27
C -5.15 0.65 -5.39
H -5.30 -0.21 -1.45
H -6.22 -0.54 -2.92
H -4.45 -0.77 -2.90
H -4.91 2.55 -4.47
H -4.24 0.71 -5.99
H -6.00 0.94 -6.01
H -5.28 -0.37 -5.05
C 6.66 5.90 1.65
C 6.78 5.24 0.29
O 7.74 5.42 -0.43
N 5.76 4.43 -0.11
C 4.54 4.10 0.60
H 7.54 6.51 1.82
H 5.78 6.55 1.68
H 6.60 5.15 2.43
H 5.91 4.03 -1.02
H 4.50 3.02 0.74
H 3.68 4.40 0.00
H 4.49 4.58 1.57
C -0.46 0.71 10.04
C -0.26 0.11 8.67
O -1.20 -0.18 7.94
N 1.01 -0.11 8.26
C 2.25 0.16 8.97
H -1.53 0.82 10.22
H -0.05 0.05 10.80
H 0.00 1.69 10.10
H 1.08 -0.51 7.33
H 2.85 0.86 8.39
H 2.81 -0.77 9.09
H 2.06 0.59 9.95
C -3.95 3.41 0.52
C -3.80 3.60 2.01
O -3.99 2.68 2.81
N -3.43 4.82 2.47
C -3.16 6.03 1.71
H -4.25 2.39 0.32
H -4.72 4.08 0.13
H -3.00 3.61 0.02
H -3.34 4.87 3.47
H -2.13 6.35 1.92
H -3.84 6.81 2.05
H -3.27 5.89 0.64
C -6.09 8.02 5.70
C -5.28 6.98 4.96
O -4.25 7.27 4.37
N -5.75 5.70 4.96
C -6.95 5.19 5.60
H -5.59 8.98 5.61
H -7.09 8.10 5.27
H -6.16 7.76 6.76
H -5.17 5.06 4.45
H -6.67 4.41 6.31
H -7.60 4.75 4.84
H -7.49 5.97 6.12
```

Mulliken atomic charge list, values in e, 8 entries: number 1, C, carries -1.201; number 2, C, carries 0.108; number 3, O, carries -0.480; number 4, C, carries -0.625; number 5, C, carries -0.831; number 6, N, carries 1.356; number 7, C, carries -0.591; number 8, N, carries 0.367

The calculation returns the following E_HOMO values, one per record and in order: -9.633; -10.791 eV.
The calculation returns the following E_tot values, one per record and in order: -79308.0138; -93905.2069 eV.